# 1
Density functional theory data (ωB97M-V with the def2-TZVPD basis set) for one molecule with the formula C4H6FNS2 at a distorted geometry.

Geometry (Å):
H1 2.50 0.27 1.31
H2 3.48 -0.52 0.09
S1 1.23 -0.47 -0.63
C1 -2.17 -0.35 -0.10
H3 2.96 1.17 -0.20
F1 -1.85 1.98 -0.09
H4 -2.22 -2.36 0.14
H5 0.54 1.83 -0.37
C2 2.67 0.19 0.24
C3 0.10 0.85 -0.34
H6 -0.61 -1.70 0.30
N1 -1.61 -1.55 0.10
S2 -3.79 -0.15 -0.27
C4 -1.23 0.80 -0.18

The HOMO-LUMO gap comes out at 8.31 eV. The structure (SMILES) is CS/C=C(/F)C(N)=S. For the strongest force on any atom, the calculation gives 1.25 eV/A. The calculation puts the relative energy (zero: lowest compared OMol25 entry of this formula, charge and spin) at 34.9 kJ/mol. Its calculated total energy is -30122.6799 eV. Its spin multiplicity is 1. As for the net charge: 0. The HOMO energy is -8.50 eV.

Atom charges from the natural (NBO) analysis, given in e for atoms 1 to 4: atom 1 (H): 0.225, atom 2 (H): 0.236, atom 3 (S): 0.243, atom 4 (C): 0.028



# 2
Density functional theory data (ωB97M-V with the def2-TZVPD basis set) for C54H46Br2Cl2N6O3P2Ti as an isolated structure at a distorted geometry.

Geometry (Å):
C1 -0.07 -5.37 -0.80
C2 -1.69 -0.13 6.90
C3 2.59 2.60 -1.22
H1 3.98 -3.89 0.74
C4 5.37 -3.72 -0.87
C5 0.71 3.70 3.24
O1 -1.81 0.02 0.89
C6 4.83 -2.12 -2.58
H2 -2.72 -1.83 4.17
C7 -0.41 0.22 6.48
Cl1 -4.51 0.80 3.61
Br1 3.32 1.80 -2.77
C8 -3.04 -2.58 -2.52
H3 1.57 0.09 -3.09
C9 1.71 3.94 1.09
C10 1.36 -2.42 3.56
C11 -2.07 -1.26 4.81
H4 -1.01 -3.80 4.34
H5 3.35 -2.99 2.93
C12 0.21 -6.35 0.15
H6 -2.03 0.17 7.87
H7 -6.01 -0.97 -0.77
H8 -2.96 4.79 1.64
C13 0.35 -1.52 -3.28
C14 1.80 1.89 -0.32
H9 -1.02 0.37 -4.12
H10 0.03 1.70 3.69
C15 1.30 4.51 2.31
Ti1 -0.16 -0.04 0.12
H11 1.13 -3.47 3.38
C16 2.76 -2.08 3.05
H12 -4.01 5.80 -0.32
H13 -1.47 -2.27 0.38
H14 3.77 -1.11 1.42
H15 0.30 1.54 -4.09
C17 -0.96 -1.88 -2.65
N1 0.75 1.81 1.77
C18 -3.37 4.95 -0.45
C19 4.21 -3.39 -0.19
C20 0.48 2.35 2.94
C21 -3.91 -0.87 -1.04
C22 1.61 -4.78 1.33
H16 -0.22 -7.33 0.06
C23 1.28 -3.77 0.43
H17 -1.51 2.83 1.46
H18 -3.50 -1.15 6.38
P1 -0.07 -1.47 2.78
C24 -2.75 -5.09 1.75
Br2 2.85 6.47 0.27
H19 6.03 -4.46 -0.46
H20 -2.42 -5.72 3.77
C25 -2.49 -4.12 0.80
H21 1.31 -2.26 4.64
N2 0.61 -0.15 -2.88
H22 5.07 -1.63 -3.50
C26 -2.82 -1.50 -1.65
C27 -2.77 4.36 0.67
C28 -2.29 3.36 -1.82
C29 1.40 2.58 0.87
H23 -1.63 -3.47 -3.86
N3 -1.83 -2.79 -3.14
H24 0.21 -3.33 -1.36
C30 3.67 -1.80 -1.90
C31 5.68 -3.09 -2.06
C32 -2.42 0.44 1.94
H25 2.30 -4.62 2.14
C33 -0.78 -0.93 4.39
H26 1.29 -6.80 1.92
N4 -1.81 2.67 -2.91
C34 -5.15 -1.44 -1.22
Cl2 -4.24 -1.58 1.97
C35 0.04 -0.18 5.23
C36 -1.41 -3.89 3.35
H27 -3.56 4.93 -2.60
H28 1.05 0.07 4.92
H29 3.50 4.46 -1.75
N5 -1.49 -1.13 -1.70
H30 6.59 -3.35 -2.59
H31 0.25 -1.64 -4.37
C37 -1.73 2.73 -0.70
H32 -4.44 -4.01 -3.34
N6 -0.95 1.66 -1.14
C38 3.34 -2.43 -0.71
H33 -2.01 2.89 -3.87
H34 1.49 5.55 2.51
H35 0.23 0.79 7.12
O2 1.38 0.64 -0.42
C39 -1.01 1.68 -2.46
C40 -3.13 4.47 -1.72
C41 -4.29 -3.17 -2.68
C42 -2.51 -0.87 6.06
H36 -0.70 -5.60 -1.65
C43 -1.95 3.26 0.57
C44 -3.93 0.16 2.07
H37 3.28 -1.47 3.79
C45 -0.27 0.84 -3.47
H38 -3.75 0.05 -0.51
H39 -4.50 0.65 1.28
C46 -1.69 -3.04 1.12
C47 -1.14 -2.91 2.39
C48 2.89 3.95 -1.02
P2 1.83 -2.01 0.26
H40 1.18 -2.15 -2.95
C49 2.45 4.63 0.09
H41 0.43 4.07 4.21
C50 2.74 -1.30 1.74
C51 -2.21 -4.97 3.02
C52 0.45 -4.11 -0.64
C53 -5.33 -2.58 -1.99
H42 3.02 -1.02 -2.28
H43 2.26 -0.32 1.93
H44 -3.37 -5.93 1.51
H45 -6.32 -3.00 -2.09
H46 -2.93 -4.19 -0.19
O3 -1.86 1.06 2.82
C54 1.05 -6.04 1.20

The HOMO-LUMO gap comes out at 6.38 eV. For the strongest force on any atom, the calculation gives 2.53 eV/A. The calculation puts the relative energy (zero: lowest compared OMol25 entry of this formula, charge and spin) at 245.8 kJ/mol. Its calculated total energy is -278641.8249 eV. Its spin multiplicity is 1. As for the net charge: +2. The HOMO energy is -13.05 eV.

Atom charges from the Löwdin analysis, given in e for atoms 1 to 4: atom 1 (C): -0.069, atom 2 (C): -0.053, atom 3 (C): -0.533, atom 4 (H): 0.096



# 3
Density functional theory data (ωB97M-V with the def2-TZVPD basis set) for one molecule with the formula C3H8Si2 at a distorted geometry.

Geometry (Å):
H1 2.17 1.62 -0.92
H2 -2.91 0.16 -0.39
C1 -0.76 0.80 0.15
H3 2.89 -0.56 -0.79
Si1 -0.22 -1.95 0.25
C2 -2.13 0.95 -0.12
H4 2.65 0.95 1.33
C3 0.25 -0.27 0.20
H5 0.54 -3.32 -0.05
H6 -1.75 -2.42 0.34
Si2 2.07 0.38 0.04
H7 -0.23 1.69 0.10
H8 -2.58 1.98 -0.16

The HOMO-LUMO gap comes out at 7.40 eV. The structure (SMILES) is C=CC(=[SiH2])[SiH3]. For the strongest force on any atom, the calculation gives 3.71 eV/A. The calculation puts the relative energy (zero: lowest compared OMol25 entry of this formula, charge and spin) at 245.1 kJ/mol. Its calculated total energy is -18991.6776 eV. Its spin multiplicity is 1. As for the net charge: 0. The HOMO energy is -8.00 eV.

Atom charges from the natural (NBO) analysis, given in e for atoms 1 to 4: atom 1 (H): -0.156, atom 2 (H): 0.198, atom 3 (C): -0.222, atom 4 (H): -0.148